# 1
Computed, not measured: a molecular structure, C44H43N10O2ReS2SeTe, with the ωB97M-V functional and the def2-TZVPD basis.

As for the net charge: +3. As for the relative energy (zero: lowest compared OMol25 entry of this formula, charge and spin): 10.28 kJ/mol. Its orbital gap (alpha / beta) is 0.1486 / 0.1561 Ha. As for the spin multiplicity: 2. The total energy comes out at -5943.8591 Ha.

Each line ends with the Löwdin charge.
Positions of all 104 atoms, in Å:
Re (-0.15, 0.59, 0.59)  1.06
C (-8.90, -8.32, -5.18)  -0.04
O (-9.15, -6.95, -4.86)  -0.05
C (-8.17, -6.23, -4.32)  -0.27
C (-6.89, -6.71, -4.04)  0.01
C (-5.95, -5.86, -3.48)  -0.01
C (-6.25, -4.54, -3.19)  -0.17
C (-7.55, -4.07, -3.47)  -0.02
C (-8.49, -4.89, -4.02)  0.02
C (-5.24, -3.69, -2.61)  -0.22
N (-4.03, -4.08, -2.22)  0.20
C (-3.43, -2.97, -1.74)  -0.17
C (-4.26, -1.86, -1.82)  -0.12
N (-5.41, -2.34, -2.38)  0.20
C (-3.87, -0.57, -1.38)  -0.06
C (-4.65, 0.60, -1.46)  0.06
C (-4.14, 1.78, -1.00)  0.01
C (-2.86, 1.81, -0.45)  -0.12
N (-2.09, 0.73, -0.35)  -0.09
C (-2.58, -0.46, -0.83)  -0.21
C (-1.71, -1.59, -0.74)  -0.19
N (-0.47, -1.38, -0.20)  -0.04
C (0.35, -2.42, -0.10)  -0.09
C (0.02, -3.70, -0.55)  0.00
C (-1.22, -3.92, -1.10)  0.06
C (-2.11, -2.85, -1.20)  -0.05
H (-9.83, -8.70, -5.59)  0.10
H (-8.64, -8.89, -4.28)  0.10
H (-8.10, -8.40, -5.92)  0.10
H (-6.62, -7.73, -4.26)  0.11
H (-4.95, -6.23, -3.27)  0.12
H (-7.84, -3.05, -3.24)  0.11
H (-9.49, -4.54, -4.24)  0.13
H (-6.25, -1.83, -2.60)  0.16
H (-5.65, 0.56, -1.87)  0.14
H (-4.72, 2.70, -1.04)  0.13
H (-2.46, 2.74, -0.06)  0.05
H (1.31, -2.23, 0.35)  0.09
H (0.75, -4.49, -0.45)  0.13
H (-1.52, -4.90, -1.46)  0.14
C (-1.85, -3.78, 3.17)  -0.03
O (-1.20, -2.50, 2.94)  -0.21
C (-1.95, -1.50, 2.55)  -1.20
S (-3.53, -1.47, 2.21)  0.84
S (-1.01, 0.04, 2.55)  0.63
H (-1.06, -4.43, 3.53)  0.10
H (-2.28, -4.14, 2.24)  0.09
H (-2.63, -3.66, 3.92)  0.10
C (5.16, -1.02, 0.75)  0.00
N (3.81, -0.66, 0.29)  -0.11
C (3.72, -0.28, -1.11)  -0.01
C (2.77, -0.51, 1.13)  -0.41
N (1.83, 0.44, 0.82)  -0.07
N (2.67, -1.26, 2.22)  -0.11
C (3.24, -2.60, 2.32)  -0.02
C (2.02, -0.79, 3.44)  -0.03
H (5.86, -0.31, 0.30)  0.11
H (5.44, -2.03, 0.45)  0.11
H (5.23, -0.92, 1.83)  0.10
H (4.33, -0.97, -1.70)  0.11
H (4.10, 0.73, -1.27)  0.09
H (2.69, -0.34, -1.46)  0.08
H (2.27, 1.24, 0.37)  0.02
H (3.48, -2.99, 1.34)  0.10
H (2.49, -3.24, 2.79)  0.11
H (4.14, -2.62, 2.94)  0.11
H (1.78, 0.26, 3.37)  0.05
H (2.70, -0.94, 4.28)  0.12
H (1.11, -1.37, 3.63)  0.07
Te (-0.42, 3.12, 1.80)  1.49
C (0.91, 2.98, 3.42)  -0.53
C (0.39, 3.11, 4.70)  -0.12
C (1.26, 3.05, 5.79)  -0.04
C (2.62, 2.88, 5.59)  -0.04
C (3.13, 2.76, 4.30)  -0.06
C (2.27, 2.80, 3.21)  -0.18
C (0.46, 4.76, 0.79)  -0.52
C (-0.10, 5.12, -0.43)  -0.17
C (0.38, 6.24, -1.09)  -0.07
C (1.40, 7.00, -0.53)  -0.07
C (1.94, 6.64, 0.69)  -0.08
C (1.48, 5.51, 1.36)  -0.13
H (-0.67, 3.27, 4.86)  0.11
H (0.86, 3.16, 6.79)  0.12
H (3.29, 2.85, 6.43)  0.12
H (4.19, 2.65, 4.15)  0.12
H (2.67, 2.72, 2.20)  0.09
H (-0.92, 4.56, -0.86)  0.09
H (-0.06, 6.53, -2.04)  0.12
H (1.76, 7.89, -1.04)  0.12
H (2.71, 7.25, 1.15)  0.12
H (1.89, 5.25, 2.33)  0.10
Se (3.18, 4.11, -1.40)  1.29
N (2.55, 3.93, -3.02)  -0.17
C (1.62, 2.99, -2.97)  -0.36
C (0.90, 2.50, -4.10)  0.06
C (0.05, 1.47, -3.89)  0.00
C (-0.14, 0.96, -2.58)  -0.09
N (0.44, 1.40, -1.48)  -0.01
C (1.39, 2.40, -1.68)  -0.46
N (2.16, 2.84, -0.71)  -0.25
H (1.07, 2.94, -5.08)  0.14
H (-0.51, 1.02, -4.70)  0.13
H (-0.85, 0.15, -2.46)  0.11

# 2
Computed, not measured: a molecular structure, C44H44BrF6N2O6P4Sr at a distorted geometry, with the ωB97M-V functional and the def2-TZVPD basis.

As for the net charge: -1. As for the relative energy (zero: lowest compared OMol25 entry of this formula, charge and spin): 185.17 kJ/mol. Its orbital gap is 0.2343 Ha. The total energy comes out at -6833.6250 Ha.

Each line ends with the Löwdin charge.
Positions of all 108 atoms, in Å:
Sr (-0.58, -1.18, 0.28)  1.28
C (-0.76, -4.14, 3.10)  -0.26
P (0.41, -2.75, 2.80)  0.85
C (1.96, -3.75, 2.67)  -0.25
C (0.61, -2.18, 4.56)  -0.43
C (1.65, -1.06, 4.77)  -0.44
P (1.21, 0.59, 4.05)  0.84
C (-0.01, 1.16, 5.30)  -0.29
C (2.69, 1.50, 4.63)  -0.32
H (-0.37, -4.83, 3.86)  0.04
H (-0.89, -4.68, 2.15)  0.04
H (-1.74, -3.79, 3.43)  0.03
H (2.20, -4.18, 3.64)  0.04
H (2.80, -3.14, 2.32)  0.04
H (1.81, -4.56, 1.96)  0.04
H (0.89, -3.05, 5.16)  0.07
H (-0.37, -1.84, 4.93)  0.06
H (2.60, -1.36, 4.32)  0.07
H (1.84, -0.92, 5.84)  0.07
H (0.38, 1.04, 6.32)  0.04
H (-0.95, 0.61, 5.20)  0.01
H (-0.23, 2.22, 5.13)  0.04
H (2.88, 1.34, 5.70)  0.03
H (2.55, 2.57, 4.46)  0.03
H (3.57, 1.20, 4.06)  0.03
N (0.02, 1.26, -1.90)  -0.38
P (0.56, 1.53, -0.27)  0.98
C (0.13, 3.31, -0.11)  -0.37
C (0.78, 4.08, 0.87)  -0.10
C (0.48, 5.43, 1.03)  -0.09
C (-0.48, 6.04, 0.22)  -0.10
C (-1.14, 5.28, -0.74)  -0.09
C (-0.84, 3.92, -0.89)  -0.09
C (2.39, 1.74, -0.42)  -0.36
C (2.93, 2.58, -1.40)  -0.10
C (4.30, 2.69, -1.59)  -0.09
C (5.16, 1.95, -0.79)  -0.09
C (4.65, 1.12, 0.20)  -0.07
C (3.27, 1.02, 0.38)  -0.10
P (-0.24, -0.31, -2.63)  1.02
C (1.28, -0.58, -3.66)  -0.34
C (2.00, 0.46, -4.26)  -0.09
C (3.17, 0.20, -4.95)  -0.09
C (3.65, -1.10, -5.07)  -0.08
C (2.92, -2.15, -4.52)  -0.06
C (1.74, -1.88, -3.83)  -0.10
C (-1.33, 0.25, -4.02)  -0.35
C (-2.07, 1.43, -3.98)  -0.12
C (-2.93, 1.78, -5.02)  -0.09
C (-3.07, 0.95, -6.12)  -0.10
C (-2.35, -0.25, -6.17)  -0.09
C (-1.50, -0.59, -5.13)  -0.09
H (0.44, 1.91, -2.55)  0.03
H (1.54, 3.62, 1.50)  0.10
H (1.00, 6.01, 1.78)  0.10
H (-0.70, 7.09, 0.33)  0.10
H (-1.89, 5.74, -1.37)  0.10
H (-1.38, 3.34, -1.63)  0.07
H (2.26, 3.18, -2.02)  0.10
H (4.69, 3.34, -2.36)  0.10
H (6.24, 2.01, -0.95)  0.10
H (5.32, 0.52, 0.80)  0.10
H (2.87, 0.34, 1.12)  0.08
H (1.64, 1.48, -4.21)  0.10
H (3.72, 1.03, -5.40)  0.10
H (4.59, -1.30, -5.58)  0.10
H (3.28, -3.17, -4.60)  0.11
H (1.18, -2.71, -3.41)  0.11
H (-1.99, 2.07, -3.11)  0.07
H (-3.49, 2.71, -4.97)  0.10
H (-3.73, 1.22, -6.94)  0.09
H (-2.46, -0.91, -7.02)  0.10
H (-0.95, -1.53, -5.19)  0.11
O (3.72, -4.98, -2.09)  0.11
C (3.00, -4.31, -1.41)  -0.28
C (1.69, -4.72, -0.74)  -0.32
O (1.35, -5.84, -0.47)  0.09
C (0.97, -3.46, -0.45)  -0.36
C (1.82, -2.35, -0.75)  -0.35
O (1.44, -1.12, -0.71)  -0.38
C (3.17, -2.83, -1.09)  -0.32
O (4.20, -2.21, -1.10)  0.09
O (-0.22, -3.35, 0.04)  -0.31
C (-4.30, -0.07, -1.79)  0.02
C (-3.80, -0.90, -0.61)  -0.48
O (-2.57, -0.52, -0.13)  -0.44
C (-3.74, -2.37, -1.07)  -0.56
F (-3.36, -3.20, -0.08)  0.15
F (-2.81, -2.48, -2.05)  0.13
F (-4.90, -2.83, -1.57)  0.14
C (-4.86, -0.78, 0.52)  -0.54
F (-4.62, -1.59, 1.56)  0.14
F (-6.12, -1.03, 0.10)  0.13
F (-4.85, 0.49, 1.00)  0.14
H (-3.56, -0.12, -2.59)  0.07
H (-4.39, 0.97, -1.47)  0.10
H (-5.26, -0.41, -2.18)  0.09
Br (-4.37, -1.24, 5.31)  0.75
C (-3.42, -0.04, 4.20)  -0.69
C (-3.73, 1.30, 4.17)  -0.11
C (-2.99, 2.12, 3.34)  -0.05
C (-1.97, 1.57, 2.59)  -0.15
N (-1.66, 0.27, 2.62)  0.04
C (-2.39, -0.52, 3.41)  -0.23
H (-4.54, 1.69, 4.78)  0.11
H (-3.20, 3.18, 3.28)  0.11
H (-1.36, 2.20, 1.94)  0.09
H (-2.16, -1.58, 3.42)  0.07

# 3
Computed, not measured: a molecular structure, C44H44CdN4O2, with the ωB97M-V functional and the def2-TZVPD basis.

As for the relative energy (zero: lowest compared OMol25 entry of this formula, charge and spin): 55.57 kJ/mol. Its orbital gap is 0.2995 Ha. The total energy comes out at -2240.3217 Ha.

Each line ends with the Löwdin charge.
Positions of all 95 atoms, in Å:
Cd (-0.75, -1.16, 0.25)  1.42
O (-1.16, 0.51, 1.43)  -0.33
C (-0.38, 1.64, 1.43)  -0.51
C (0.64, 1.67, 0.24)  -0.07
C (0.05, 1.51, -1.13)  -0.28
C (-0.08, 2.58, -2.00)  -0.01
C (-0.63, 2.36, -3.25)  -0.03
C (-1.05, 1.08, -3.59)  -0.02
C (-0.91, 0.05, -2.68)  -0.27
C (-1.40, -1.35, -2.98)  -0.05
C (-2.45, -1.95, -1.98)  -0.52
O (-1.83, -2.50, -0.88)  -0.36
C (-3.46, -0.87, -1.55)  -0.16
C (-3.95, -0.89, -0.25)  -0.04
C (-4.83, 0.09, 0.19)  -0.07
C (-5.24, 1.10, -0.66)  -0.12
C (-4.76, 1.13, -1.96)  -0.08
C (-3.88, 0.15, -2.40)  -0.04
C (-3.21, -3.07, -2.73)  -0.14
C (-3.91, -2.84, -3.91)  -0.04
C (-4.59, -3.86, -4.55)  -0.09
C (-4.57, -5.15, -4.02)  -0.10
C (-3.87, -5.39, -2.85)  -0.08
C (-3.19, -4.36, -2.21)  -0.02
N (-0.33, 0.28, -1.49)  0.07
C (-1.32, 2.85, 1.28)  -0.12
C (-2.42, 2.70, 0.42)  -0.02
C (-3.30, 3.74, 0.20)  -0.07
C (-3.12, 4.96, 0.84)  -0.10
C (-2.06, 5.12, 1.71)  -0.09
C (-1.17, 4.07, 1.93)  -0.02
C (0.44, 1.72, 2.73)  -0.16
C (-0.01, 0.99, 3.82)  -0.03
C (0.66, 1.03, 5.04)  -0.08
C (1.80, 1.81, 5.19)  -0.10
C (2.26, 2.54, 4.10)  -0.09
C (1.59, 2.50, 2.89)  -0.06
H (1.35, 0.85, 0.42)  0.10
H (1.20, 2.60, 0.26)  0.11
H (0.23, 3.57, -1.69)  0.12
H (-0.74, 3.17, -3.95)  0.11
H (-1.50, 0.89, -4.56)  0.12
H (-0.56, -2.05, -2.93)  0.13
H (-1.78, -1.36, -4.00)  0.11
H (-3.62, -1.68, 0.41)  0.11
H (-5.18, 0.06, 1.22)  0.11
H (-5.92, 1.87, -0.31)  0.10
H (-5.07, 1.92, -2.64)  0.10
H (-3.51, 0.20, -3.42)  0.10
H (-3.96, -1.84, -4.33)  0.10
H (-5.14, -3.66, -5.46)  0.10
H (-5.10, -5.95, -4.52)  0.10
H (-3.85, -6.39, -2.43)  0.10
H (-2.64, -4.53, -1.30)  0.11
H (-2.60, 1.74, -0.05)  0.10
H (-4.15, 3.59, -0.46)  0.09
H (-3.82, 5.77, 0.68)  0.10
H (-1.92, 6.05, 2.24)  0.10
H (-0.35, 4.21, 2.62)  0.10
H (-0.89, 0.38, 3.69)  0.11
H (0.29, 0.45, 5.88)  0.10
H (2.32, 1.85, 6.14)  0.10
H (3.15, 3.16, 4.20)  0.10
H (1.96, 3.10, 2.07)  0.11
N (0.99, -1.99, 1.69)  0.14
C (1.76, -1.84, 2.52)  -0.12
C (2.69, -1.65, 3.60)  -0.22
C (3.79, -0.81, 3.41)  -0.02
C (4.68, -0.63, 4.45)  -0.06
C (4.48, -1.27, 5.66)  -0.06
C (3.38, -2.11, 5.85)  -0.06
C (2.48, -2.30, 4.81)  -0.02
H (3.92, -0.30, 2.47)  0.10
H (5.53, 0.03, 4.32)  0.11
H (5.18, -1.13, 6.47)  0.11
H (3.23, -2.60, 6.79)  0.11
H (1.62, -2.94, 4.94)  0.12
C (4.60, -0.47, -0.37)  -0.06
C (4.35, -0.77, -1.86)  -0.64
C (3.87, 0.49, -2.57)  -0.04
C (5.64, -1.27, -2.50)  -0.05
N (3.36, -1.84, -2.06)  -0.08
N (2.08, -1.61, -1.48)  0.01
H (5.43, 0.23, -0.25)  0.09
H (4.85, -1.39, 0.17)  0.09
H (3.73, -0.01, 0.09)  0.05
H (4.65, 1.26, -2.56)  0.09
H (2.98, 0.92, -2.08)  0.06
H (3.62, 0.27, -3.61)  0.09
H (6.42, -0.51, -2.45)  0.08
H (5.46, -1.52, -3.55)  0.08
H (6.01, -2.16, -1.99)  0.08
H (3.70, -2.71, -1.68)  0.11
H (1.56, -0.99, -2.08)  0.04
H (2.17, -1.15, -0.57)  0.01